[1]
The following is a DFT calculation (ωB97M-V/def2-TZVPD) of C5H6AgMgO4 as an isolated structure.

Geometry as XYZ:
```
17
Properties=species:S:1:pos:R:3:forces:R:3:mulliken_spin:R:1
Ag -2.1412 0.9369 1.7863 0.367 0.234 0.932 0.00
Mg 1.5779 1.3756 -1.6571 0.216 -0.673 0.309 0.86
O -2.9170 0.5069 -0.0318 -0.899 0.186 -0.923 0.00
O 1.4744 3.7438 1.0165 0.031 -0.880 -0.129 0.00
O 2.1197 -0.0918 -0.6044 -0.188 0.805 -0.394 0.09
O 0.0901 2.2416 2.1068 0.269 -0.470 -0.285 0.00
C 0.8249 2.9189 1.5099 -0.360 1.270 0.532 0.02
C -1.9211 -0.0633 -0.6625 1.138 -0.579 0.261 0.00
C 1.4160 -1.1410 -0.0297 0.176 -0.203 0.488 0.03
C -1.1202 -1.0402 -0.1538 -0.157 0.375 -0.272 -0.01
C 0.1425 -1.5336 -0.7930 -0.352 -0.511 -0.195 -0.01
H 2.0491 -2.0478 0.0649 0.035 0.432 -0.125 0.00
H 0.2212 -1.1385 -1.8201 0.013 -0.152 0.178 0.01
H -1.6679 0.3289 -1.6679 -0.293 -0.162 0.141 0.02
H -1.3979 -1.4943 0.8112 0.053 0.215 -0.264 0.00
H 1.1200 -0.8677 1.0053 0.072 -0.180 -0.198 -0.01
H 0.1295 -2.6345 -0.8807 -0.121 0.293 -0.058 0.00
```
Positions in Å, forces in eV/Å.

Its HOMO energy (spin up / spin down) is -0.2517 / -0.2687 hartree. As for the LUMO energy (spin up / spin down): -0.96 / -1.36 eV. Its multiplicity is 2. The gap between HOMO and LUMO (spin up / spin down) comes out at 0.2163 / 0.2189 hartree. The expectation value of S² is 0.7514.

[2]
The following is a DFT calculation (ωB97M-V/def2-TZVPD) of C5H6AlF3O5S as an isolated structure.

Geometry as XYZ:
```
21
Properties=species:S:1:pos:R:3:forces:R:3:nbo_charge:R:1
S 6.3294 1.1711 -3.9560 -0.631 0.169 0.296 2.13
Al 0.6691 1.2167 -1.6724 -0.115 0.028 0.058 1.00
F 5.5350 0.3158 -6.5352 -2.658 -0.099 1.379 -0.25
F 7.4927 0.4725 -6.2871 2.496 0.663 1.370 -0.24
F 6.2935 2.3142 -6.4005 0.316 -1.215 1.649 -0.26
O -4.4004 0.1230 2.2188 2.010 -0.661 1.471 -0.43
O 6.8674 -0.0693 -3.3571 -0.876 2.100 -0.973 -0.55
O 7.1159 2.4115 -3.7637 -0.871 -1.596 0.251 -0.51
O 4.8780 1.4152 -3.6773 2.251 -0.466 -0.174 -0.59
O -2.0402 0.0795 2.3839 -4.611 -1.216 1.260 -0.40
C -3.4120 -1.4043 3.7943 2.040 0.200 -0.213 -0.50
C -5.5034 -0.4970 2.9969 0.678 -0.532 0.720 -0.07
C -3.1900 -0.3200 2.7749 1.690 1.686 -3.764 0.81
C 6.4036 1.0556 -5.9095 0.085 0.435 -3.843 0.83
C -4.7815 -1.1103 4.1892 -2.397 -0.093 1.296 -0.45
H -3.2267 -2.4037 3.4007 0.107 0.163 -0.380 0.28
H -2.6429 -1.1712 4.5306 -0.173 -0.474 0.345 0.27
H -6.2892 0.1867 3.3182 0.491 0.583 -0.448 0.24
H -4.7216 -0.4734 5.0718 -0.545 0.162 -0.111 0.24
H -5.9992 -1.3155 2.4750 0.380 0.322 -0.792 0.21
H -5.3775 -1.9971 4.4048 0.331 -0.159 0.606 0.26
```
Positions in Å, forces in eV/Å.

Its HOMO energy is -0.5728 hartree. As for the LUMO energy: -14.29 eV. The value obtained for the relative energy (zero: lowest compared OMol25 entry of this formula, charge and spin) is 38.4 kcal/mol. As for the charge: +2. The gap between HOMO and LUMO comes out at 0.0475 hartree.

[3]
The following is a DFT calculation (ωB97M-V/def2-TZVPD) of C5H6BaO3 as an isolated structure.

Geometry as XYZ:
```
15
Properties=species:S:1:pos:R:3:forces:R:3:mulliken_spin:R:1
Ba 1.2226 -0.0177 2.1536 1.109 -0.152 -1.345 0.00
O -1.6225 -0.0808 1.1297 0.559 -0.056 -0.475 0.01
O 4.8802 -0.0452 -0.7748 -1.183 0.536 0.291 0.00
O 3.1866 -0.1380 0.6565 -2.474 0.115 2.310 0.00
C -3.6982 -0.7325 -0.0467 0.095 -0.111 -0.016 0.05
C -2.5558 -0.3918 0.4622 -0.374 -0.066 1.007 0.00
C 3.7329 0.2134 -0.4556 1.688 -0.471 -1.831 0.00
C -5.8749 0.4739 -0.2191 -0.137 -0.021 0.253 0.84
C -4.5876 0.1723 -0.9035 0.048 0.013 -0.398 0.02
H -4.0371 1.0950 -1.1316 -0.138 -0.212 0.030 0.03
H -5.9226 1.2661 0.5295 -0.015 -0.277 -0.280 0.02
H -4.0377 -1.7389 0.2173 0.161 0.261 -0.163 0.00
H -6.7383 -0.1806 -0.3455 0.304 0.254 0.036 0.02
H 3.0437 0.7147 -1.1898 0.325 -0.024 0.373 0.00
H -4.7619 -0.3542 -1.8522 0.032 0.209 0.208 0.01
```
Positions in Å, forces in eV/Å.

Its HOMO energy (spin up / spin down) is -0.4176 / -0.4377 hartree. As for the LUMO energy (spin up / spin down): -4.90 / -4.90 eV. Its multiplicity is 2. The value obtained for the relative energy (zero: lowest compared OMol25 entry of this formula, charge and spin) is 0.0 kcal/mol. As for the charge: +1. The gap between HOMO and LUMO (spin up / spin down) comes out at 0.2377 / 0.2576 hartree. The expectation value of S² is 0.7541.

[4]
The following is a DFT calculation (ωB97M-V/def2-TZVPD) of C5H6BeLi2O4 as an isolated structure.

Geometry as XYZ:
```
18
Properties=species:S:1:pos:R:3:forces:R:3:nbo_charge:R:1
O -1.3788 -0.0907 -1.4568 -2.797 -1.331 1.666 -0.88
O -1.2210 0.5981 1.9148 1.201 0.570 0.936 -0.76
O -1.6247 -1.3829 1.2868 -1.046 -2.074 -2.651 -0.97
O 0.4636 0.8787 -1.9593 -1.591 -0.623 1.198 -0.41
C -0.2960 0.3780 -1.0226 4.086 0.015 0.484 0.75
C -0.7387 -0.4486 1.4509 -1.655 4.369 -2.217 0.76
C 1.6912 1.5464 -1.6683 1.239 0.545 0.254 -0.28
C 1.0544 -1.6567 0.1573 -0.482 0.360 -0.295 -0.90
C 0.4211 -0.3400 0.4871 0.639 -0.336 -0.335 -0.39
Be -2.1027 -0.8008 -0.2536 1.123 -0.788 0.700 1.77
Li -0.3962 -3.0259 1.4556 0.482 -0.063 -0.298 0.94
Li -1.1888 2.4382 1.8128 -0.012 0.008 0.457 0.99
H 1.1542 0.3669 0.8871 -0.264 0.079 -0.034 0.27
H 2.1439 -1.6262 0.2763 -0.360 -0.026 -0.153 0.25
H 1.4996 2.5630 -1.3054 -0.110 -0.272 -0.149 0.21
H 0.8051 -1.9931 -0.8615 0.026 -0.335 0.428 0.22
H 2.2362 1.6045 -2.6144 -0.233 -0.053 0.221 0.26
H 2.2997 0.9992 -0.9396 -0.244 -0.044 -0.212 0.21
```
Positions in Å, forces in eV/Å.

Its HOMO energy (spin up / spin down) is -0.5541 / -0.5543 hartree. As for the LUMO energy (spin up / spin down): -9.23 / -9.23 eV. The value obtained for the relative energy (zero: lowest compared OMol25 entry of this formula, charge and spin) is 65.5 kcal/mol. As for the charge: +2. The gap between HOMO and LUMO (spin up / spin down) comes out at 0.2148 / 0.2150 hartree.

[5]
The following is a DFT calculation (ωB97M-V/def2-TZVPD) of C5H6BeO10 as an isolated structure.

Geometry as XYZ:
```
22
Properties=species:S:1:pos:R:3:forces:R:3:mulliken_spin:R:1
O -0.4187 -2.0778 2.0742 1.396 -2.565 -1.078 0.01
O -1.5583 -1.5482 3.8942 -0.825 0.267 2.141 0.00
O 0.6591 -2.4126 -1.2532 3.656 0.238 -1.599 0.42
O 2.4366 -1.4752 1.2068 -2.492 -4.567 -3.948 0.01
O 3.8067 -0.6652 2.6450 4.371 -0.668 3.097 0.00
O -0.9538 -3.6372 -0.8467 -1.409 -3.498 -0.930 0.45
O -1.2756 -1.5536 -1.2339 -1.957 2.774 -1.401 0.18
O 0.6859 1.2764 -1.5589 0.564 -1.450 0.405 0.00
O 2.5017 0.5735 1.5371 -2.971 7.082 -2.449 0.00
O -1.0118 -0.1081 2.2878 -0.260 5.694 -1.681 0.00
C -0.5642 -2.5636 -1.2960 -0.092 1.318 4.003 -0.04
C -0.3191 2.1231 -1.9748 -1.663 0.882 1.850 0.00
C -0.9768 -1.2477 2.8356 0.238 -2.201 -2.226 0.00
C -1.5845 1.9024 -1.0131 0.781 0.767 -1.322 0.00
C 2.9793 -0.5317 1.7608 -0.784 -0.835 1.177 0.00
Be 0.4231 -0.3180 0.2946 1.296 -2.484 4.207 -0.02
H -2.0585 0.9211 -0.9946 0.326 -0.154 -0.586 0.00
H -1.4126 2.1299 0.0390 0.624 0.116 -0.067 0.00
H -2.2713 2.6601 -1.3903 -0.549 -0.034 0.116 0.00
H -0.5489 2.1687 -3.0393 -0.314 -1.122 -0.287 0.00
H 1.4468 1.2330 -2.1427 0.036 -0.050 0.092 0.00
H 0.0149 3.1507 -1.8315 0.028 0.489 0.486 0.00
```
Positions in Å, forces in eV/Å.

Its HOMO energy (spin up / spin down) is 0.1423 / 0.1439 hartree. As for the LUMO energy (spin up / spin down): 6.65 / 6.66 eV. Its multiplicity is 2. As for the charge: -3. The gap between HOMO and LUMO (spin up / spin down) comes out at 0.1022 / 0.1008 hartree. The expectation value of S² is 0.7609.

[6]
The following is a DFT calculation (ωB97M-V/def2-TZVPD) of a 2-piece molecular cluster, C5H6Br2N2 overall.

Geometry as XYZ:
```
15
Properties=species:S:1:pos:R:3:forces:R:3:nbo_charge:R:1
Br 4.2291 1.9653 -0.5228 0.703 0.621 -0.602 0.25
Br 1.5352 2.8021 1.8864 -0.326 0.142 0.514 0.07
N 1.0819 1.4594 -0.4043 0.115 0.060 -0.478 -0.44
N 3.3409 -0.0642 1.3189 -0.185 -1.195 0.981 -0.34
C -0.5981 -0.2756 -0.0374 1.381 -2.435 -1.820 -0.43
C 0.3505 0.4206 -1.1238 0.193 -0.584 2.139 -0.24
C -0.3188 0.5553 1.2340 -2.586 1.079 -1.551 -0.51
C 3.8240 0.6961 0.6220 -0.131 0.403 -0.442 0.09
C 0.7056 1.5193 0.7882 0.621 0.059 -0.894 0.23
H -0.0867 0.8748 -1.9403 -1.725 1.199 -1.508 0.20
H -0.0718 -1.3049 0.0925 -1.271 1.495 -0.019 0.22
H -1.6566 -0.5030 -0.4812 1.807 0.846 1.426 0.23
H -1.2344 1.0795 1.5179 0.027 0.308 0.105 0.23
H -0.0518 0.0372 2.0825 0.860 -1.460 1.713 0.24
H 1.0295 -0.2446 -1.6379 0.518 -0.538 0.435 0.20
```
Positions in Å, forces in eV/Å.

Its HOMO energy is -0.3630 hartree. The SMILES is BrC1=NCCC1.N#CBr. As for the LUMO energy: 0.49 eV. The value obtained for the relative energy (zero: lowest compared OMol25 entry of this formula, charge and spin) is 20.2 kcal/mol. The gap between HOMO and LUMO comes out at 0.3808 hartree.

[7]
The following is a DFT calculation (ωB97M-V/def2-TZVPD) of a 3-piece molecular cluster, C5H6BrCl overall.

Geometry as XYZ:
```
13
Properties=species:S:1:pos:R:3:forces:R:3:mulliken_spin:R:1
Br -2.3556 2.2175 -1.2595 0.076 0.042 -0.105 0.00
Cl 1.7311 1.3148 -0.7661 -0.116 0.270 0.477 0.04
C 0.7985 1.5890 0.5716 -0.925 -0.289 1.358 -0.03
C 1.7481 -2.1998 -0.5055 4.577 -5.964 -0.317 1.27
C 0.0607 1.6226 1.5426 1.792 0.404 -2.604 0.00
C 0.7386 -1.5749 -0.2556 -7.266 7.040 1.084 0.47
C -0.6081 -1.2940 0.2079 0.066 -0.602 -1.251 0.07
H -1.0304 -2.1893 0.6383 -0.667 -0.745 0.592 0.01
H -0.6417 -0.4895 0.9174 0.142 0.096 0.454 0.03
H 2.6595 -2.4548 -0.8679 2.352 0.065 -0.989 0.12
H -1.2778 -0.9879 -0.6292 0.566 -0.312 0.378 0.02
H -0.7509 1.8540 2.1574 -0.477 0.048 0.844 0.00
H -1.0721 2.5922 -1.7513 -0.121 -0.054 0.077 0.00
```
Positions in Å, forces in eV/Å.

Its HOMO energy (spin up / spin down) is -0.1755 / -0.3698 hartree. As for the LUMO energy (spin up / spin down): 0.47 / -2.24 eV. Its multiplicity is 3. The value obtained for the relative energy (zero: lowest compared OMol25 entry of this formula, charge and spin) is 85.6 kcal/mol. The gap between HOMO and LUMO (spin up / spin down) comes out at 0.1928 / 0.2875 hartree. The expectation value of S² is 2.0041.

[8]
The following is a DFT calculation (ωB97M-V/def2-TZVPD) of an isolated ion of composition C5H6BrN2 and charge +1.

Geometry as XYZ:
```
14
Properties=species:S:1:pos:R:3:forces:R:3:nbo_charge:R:1
Br -4.3174 -0.1003 -0.4029 -0.112 0.233 0.185 0.13
N -0.4089 0.8929 0.0249 0.331 1.493 0.407 -0.09
N 0.3043 -0.2973 -0.3689 0.514 -2.819 0.235 -0.33
C -2.4727 -0.1127 -0.4243 0.940 -0.508 -0.296 -0.34
C 0.1301 -2.8069 0.0580 1.284 0.413 0.758 -0.37
C 0.2973 -1.5261 0.0998 -2.311 2.701 -2.234 0.53
C 0.3512 1.9510 0.0582 -2.484 1.768 0.309 -0.03
C -1.8125 0.9077 0.1707 -1.834 0.736 1.879 -0.30
H 0.7593 -0.1978 -1.2890 -0.082 0.177 0.559 0.46
H 1.3561 1.8849 -0.0299 3.062 -0.833 -0.186 0.20
H 0.7832 -3.4501 0.6180 0.338 -0.188 0.391 0.30
H -0.5813 -3.3420 -0.5569 -0.585 0.558 -0.148 0.33
H 0.0334 3.0464 0.1381 -0.510 -2.122 -0.024 0.27
H -2.2470 1.7375 0.9174 1.448 -1.608 -1.834 0.24
```
Positions in Å, forces in eV/Å.

Its HOMO energy (spin up / spin down) is -0.4138 / -0.4139 hartree. As for the LUMO energy (spin up / spin down): -6.21 / -6.21 eV. The value obtained for the relative energy (zero: lowest compared OMol25 entry of this formula, charge and spin) is 214.2 kcal/mol. As for the charge: +1. The gap between HOMO and LUMO (spin up / spin down) comes out at 0.1855 / 0.1856 hartree.

[9]
The following is a DFT calculation (ωB97M-V/def2-TZVPD) of one molecule with the formula C5H6BrNO2S.

Geometry as XYZ:
```
16
Properties=species:S:1:pos:R:3:forces:R:3:nbo_charge:R:1
Br 4.3185 1.4264 0.2142 -0.356 -0.909 0.088 0.13
S 2.9746 -1.4659 0.8217 -1.036 3.178 -1.624 1.26
O -0.6400 -0.3761 -1.7445 -0.978 -0.460 0.668 -0.56
O 4.3295 -1.8442 1.0821 1.837 -0.666 0.876 -0.86
N 0.7110 -0.1535 -0.0139 -0.301 -0.676 1.190 -0.48
C -0.5535 -0.1759 -0.5426 0.864 2.117 -2.753 0.67
C 2.9004 0.1619 0.2550 2.081 -1.828 0.829 -0.47
C -3.0319 -0.0725 -0.1553 2.862 -0.179 0.804 -0.61
C -1.6153 0.2252 0.4242 -0.090 0.142 0.211 -0.50
C 1.7022 0.5130 -0.4086 -1.314 0.444 0.026 0.09
H -3.7436 0.5852 0.1444 -1.929 2.278 1.300 0.21
H 1.6789 1.3140 -1.1578 -0.052 -0.165 0.030 0.20
H -1.2766 -0.4671 1.2158 -0.984 0.508 0.510 0.24
H -3.3152 -0.9931 0.2729 -0.507 -1.437 -0.340 0.21
H -3.0207 0.0234 -1.2100 0.167 -0.662 -1.078 0.23
H -1.4183 1.2994 0.8023 -0.264 -1.684 -0.736 0.24
```
Positions in Å, forces in eV/Å.

Its HOMO energy (spin up / spin down) is -0.3341 / -0.3340 hartree. As for the LUMO energy (spin up / spin down): -1.62 / -1.61 eV. The value obtained for the relative energy (zero: lowest compared OMol25 entry of this formula, charge and spin) is 36.2 kcal/mol. The gap between HOMO and LUMO (spin up / spin down) comes out at 0.2747 / 0.2749 hartree.

[10]
The following is a DFT calculation (ωB97M-V/def2-TZVPD) of one molecule with the formula C5H6Cl2.

Geometry as XYZ:
```
13
Properties=species:S:1:pos:R:3:forces:R:3:nbo_charge:R:1
Cl 2.0298 -1.7441 -1.4265 -1.675 -0.099 0.792 -0.08
Cl 0.9765 1.9959 -1.3012 1.278 1.160 -0.926 -0.03
C 0.4251 -0.0069 -0.0870 -5.761 -5.180 -0.377 -0.09
C -0.9653 0.4994 0.2643 -0.429 -3.055 1.074 -0.19
C -1.8757 -0.3667 0.7834 4.402 1.208 -0.753 -0.38
C 0.4274 -1.2630 -0.6597 0.324 1.231 -0.709 -0.15
C 1.4472 0.9108 0.0236 0.286 1.654 -0.611 -0.40
H -1.6582 -1.2496 1.3003 1.673 -1.815 -0.194 0.19
H -2.8221 -0.2986 1.0384 -4.824 2.083 0.478 0.19
H -1.1665 1.5250 0.0846 -0.393 0.624 -0.436 0.22
H 2.3480 0.4268 0.0430 2.777 -0.537 -0.936 0.24
H -0.5291 -1.8851 -0.9588 2.485 1.379 0.771 0.26
H 1.3630 1.4561 0.8957 -0.142 1.347 1.826 0.22
```
Positions in Å, forces in eV/Å.

Its HOMO energy is -0.3317 hartree. The SMILES is C=C/C(=C/Cl)CCl. As for the LUMO energy: 0.42 eV. The value obtained for the relative energy (zero: lowest compared OMol25 entry of this formula, charge and spin) is 44.7 kcal/mol. The gap between HOMO and LUMO comes out at 0.3470 hartree.